The following is a quantum chemistry calculation of C5H6CrN5OS3 as an isolated structure, from OMol25.

Values from the calculation:
Multiplicity: 5
Calculated total energy in eV: -75710.098
<S²>: 6.042
Net charge: -1
E_LUMO (spin up / spin down) in eV: 2.80 / 2.78
E_HOMO (spin up / spin down) in eV: -4.62 / -4.60
Kohn-Sham gap (spin up / spin down) in Ha: 0.2728 / 0.2713

Element x y z (Å)
Cr1 -0.955 1.279 0.978
S1 1.990 2.901 3.952
C1 0.822 2.330 2.941
S2 0.221 0.685 2.968
S3 0.089 3.273 1.662
N1 2.380 1.012 -0.336
N2 1.230 0.199 -0.087
H1 3.167 0.675 0.200
H2 2.153 1.928 0.031
H3 1.233 -0.162 0.860
H4 1.226 -0.583 -0.725
N3 -1.537 0.625 -2.256
C2 -1.930 0.673 -0.959
O1 -1.719 -0.299 -0.183
C3 -2.586 1.858 -0.461
C4 -3.271 1.769 0.806
N4 -3.895 1.737 1.776
C5 -2.820 2.975 -1.326
N5 -3.001 3.817 -2.090
H5 -1.468 1.493 -2.762
H6 -0.815 -0.052 -2.438